No. 1
Below is a 7-piece molecular cluster, C47H40F24O9S2 overall at a distorted geometry, with properties calculated with the ωB97M-V functional and the def2-TZVPD basis.

Structure (XYZ):
```
122
Properties=species:S:1:pos:R:3
C -0.401 6.714 -3.634
C -0.624 6.557 -5.212
C 0.376 7.537 -5.984
F 0.243 8.807 -5.724
F 1.699 7.270 -5.942
F -0.529 5.313 -5.666
F -1.855 6.993 -5.477
O -1.465 6.054 -2.819
C -1.006 5.698 -1.584
C -2.271 5.064 -0.998
F -2.000 4.477 0.183
F -3.376 5.775 -0.852
F -0.010 4.867 -1.857
F -0.541 6.798 -0.951
H -0.527 7.782 -3.457
H 0.647 6.622 -3.347
H 0.213 7.382 -7.051
H -2.613 4.239 -1.623
C 3.495 -4.861 1.777
C 3.626 -4.613 3.292
C 3.974 -3.130 3.599
F 2.995 -2.349 3.252
F 4.292 -2.784 4.882
F 2.469 -4.849 3.902
F 4.504 -5.508 3.873
O 3.391 -6.289 1.614
C 2.141 -6.844 1.232
C 2.094 -8.379 0.947
F 2.355 -9.189 1.973
F 0.992 -8.822 0.424
F 1.262 -6.477 2.117
F 1.845 -6.339 0.114
H 4.251 -4.461 1.101
H 2.554 -4.395 1.484
H 4.868 -2.846 3.043
H 2.772 -8.603 0.123
C 4.052 -3.608 -1.975
C 4.041 -2.076 -1.956
C 4.493 -1.485 -0.643
F 4.217 -0.150 -0.808
F 3.848 -1.987 0.451
F 4.813 -1.650 -2.940
F 2.817 -1.706 -2.145
O 5.334 -4.177 -1.644
C 5.577 -5.614 -1.709
C 7.006 -5.814 -1.243
F 7.426 -7.127 -1.352
F 7.929 -5.052 -1.890
F 4.699 -6.297 -0.962
F 5.367 -6.103 -2.922
H 3.629 -3.925 -2.929
H 3.251 -3.998 -1.347
H 5.542 -1.637 -0.390
H 7.168 -5.536 -0.202
C -1.029 2.191 5.723
S -0.322 0.694 6.564
O -1.508 -0.240 6.646
C 0.688 0.187 5.102
H -1.564 1.793 4.860
H -0.254 2.889 5.405
H -1.674 2.639 6.479
H 1.000 1.106 4.607
H 0.114 -0.171 4.247
H 1.605 -0.351 5.343
C 0.977 2.347 0.046
S 1.132 1.748 1.866
O -0.192 2.086 2.554
C 1.355 -0.076 1.699
H 0.126 1.903 -0.472
H 1.832 1.952 -0.503
H 1.232 3.390 -0.144
H 0.339 -0.418 1.501
H 1.766 -0.444 2.639
H 1.962 -0.217 0.804
C -1.884 -0.357 -0.779
C -1.562 0.428 -1.920
C -0.851 -0.128 -2.935
C -0.538 -1.481 -3.046
C -0.888 -2.279 -1.915
C -1.440 -1.730 -0.744
C -0.608 -3.733 -2.011
O -1.042 -4.469 -1.080
C 0.274 -4.250 -3.109
C 0.797 -5.558 -3.025
C 1.314 -6.182 -4.136
C 1.652 -5.406 -5.253
C 1.273 -4.052 -5.294
C 0.618 -3.451 -4.217
C 0.131 -2.013 -4.363
O 0.312 -1.307 -5.385
H -2.473 0.059 0.025
H -1.954 1.429 -2.023
H -0.565 0.625 -3.654
H -1.626 -2.233 0.193
H 0.576 -6.151 -2.150
H 1.510 -7.242 -4.187
H 2.221 -5.884 -6.036
H 1.455 -3.562 -6.238
C -8.188 2.943 -0.028
C -9.016 3.744 0.711
C -8.452 4.435 1.756
C -7.066 4.382 2.034
C -6.200 3.598 1.264
C -6.787 2.873 0.201
C -4.773 3.444 1.533
O -4.045 2.609 0.908
C -4.212 4.181 2.678
C -2.830 4.032 2.955
C -2.279 4.674 4.052
C -3.122 5.336 5.007
C -4.466 5.519 4.646
C -5.031 4.930 3.530
C -6.506 5.096 3.291
O -7.197 5.844 4.015
H -8.608 2.337 -0.818
H -10.080 3.647 0.556
H -9.135 4.985 2.387
H -6.107 2.342 -0.450
H -2.160 3.430 2.359
H -1.240 4.510 4.297
H -2.712 5.796 5.893
H -5.119 5.959 5.385
```

Values from the calculation:
2S+1: 2
Total energy, a.u.: -5685.17936
Charge: -1
Strongest force on any atom, hartree/bohr: 0.100
LUMO energy (alpha / beta), eV: -0.14 / -0.14

No. 2
Below is C47H41N7O6P2S2Sn as an isolated structure, with properties calculated with the ωB97M-V functional and the def2-TZVPD basis.

Structure (XYZ):
```
106
Properties=species:S:1:pos:R:3
Sn 0.379 0.576 0.779
C -0.194 -2.359 -3.213
N -0.017 -1.637 -1.947
P -1.358 -0.846 -1.249
C -2.702 -2.069 -1.366
C -3.679 -2.085 -2.357
C -4.668 -3.060 -2.346
C -4.683 -4.026 -1.350
C -3.711 -4.016 -0.358
C -2.729 -3.038 -0.360
C -1.814 0.452 -2.431
C -2.976 1.176 -2.161
C -3.311 2.277 -2.929
C -2.482 2.680 -3.968
C -1.317 1.979 -4.230
C -0.983 0.871 -3.464
P 1.341 -1.895 -0.907
C 2.058 -3.419 -1.605
C 1.355 -4.601 -1.373
C 1.822 -5.811 -1.860
C 3.016 -5.858 -2.566
C 3.736 -4.693 -2.785
C 3.257 -3.478 -2.314
C 2.543 -0.562 -1.380
C 2.721 -0.252 -2.819
C 3.613 0.885 -3.125
C 5.023 0.825 -2.466
C 5.140 -0.015 -1.169
C 3.879 -0.709 -0.590
H -0.623 -3.351 -3.046
H 0.760 -2.484 -3.723
H -0.868 -1.803 -3.865
H -3.670 -1.335 -3.138
H -5.425 -3.066 -3.120
H -5.457 -4.783 -1.342
H -3.730 -4.758 0.430
H -2.002 -2.997 0.444
H -3.609 0.894 -1.325
H -4.208 2.838 -2.701
H -2.731 3.556 -4.552
H -0.654 2.305 -5.021
H -0.057 0.345 -3.660
H 0.432 -4.570 -0.802
H 1.261 -6.718 -1.679
H 3.387 -6.803 -2.941
H 4.671 -4.727 -3.329
H 3.819 -2.573 -2.506
H 2.012 -0.610 -3.552
H 3.659 1.086 -4.193
H 5.866 0.764 -3.150
H 6.067 -0.569 -1.045
H 4.047 -1.661 -0.085
C 2.139 -0.258 6.334
C 3.257 0.391 5.819
C 3.417 0.527 4.452
C 2.447 -0.003 3.609
C 1.329 -0.651 4.111
C 1.176 -0.779 5.483
N 2.496 0.164 2.191
N 3.587 0.427 1.681
C 3.559 0.575 0.237
C 4.831 1.254 -0.326
C 4.711 2.096 -1.622
C 3.316 2.189 -2.276
C 2.110 1.979 -1.395
C 2.241 0.748 -0.531
H 2.013 -0.343 7.406
H 3.997 0.807 6.490
H 4.268 1.046 4.032
H 0.580 -1.043 3.431
H 0.292 -1.259 5.878
H 5.515 1.616 0.437
H 5.327 2.990 -1.661
H 3.184 3.078 -2.891
H 1.247 1.859 -2.058
N -7.347 2.202 1.344
C -6.132 1.666 1.742
C -5.594 0.560 1.081
C -4.404 0.000 1.509
C -3.741 0.540 2.601
C -4.269 1.633 3.276
C -5.456 2.192 2.849
S -2.190 -0.110 3.099
O -2.114 -0.109 4.532
O -1.982 -1.346 2.383
N -1.110 0.914 2.458
C -0.530 1.993 3.040
N -1.032 2.694 4.051
C -0.306 3.738 4.435
C 0.885 4.121 3.834
C 1.316 3.348 2.774
N 0.625 2.283 2.399
H -7.630 2.007 0.398
H -7.526 3.152 1.625
H -6.116 0.133 0.232
H -3.986 -0.859 0.999
H -3.735 2.044 4.124
H -5.872 3.044 3.372
H -0.709 4.312 5.263
H 1.436 4.988 4.162
H 2.214 3.570 2.211
O 0.031 4.005 -1.914
S 0.323 3.595 -0.574
O 0.256 4.569 0.469
O -0.425 2.326 -0.250
O 1.872 3.118 -0.543
```

Values from the calculation:
Total energy, a.u.: -4343.62643
Strongest force on any atom, hartree/bohr: 0.006
LUMO energy (alpha / beta), eV: -0.75 / -0.31